[1]
DFT (ωB97M-V with the def2-TZVPD basis set) results for a molecular structure, C31H22BF6O4 at a distorted geometry.

Structure (XYZ):
```
64
Properties=species:S:1:pos:R:3
F 1.910 -2.229 -0.152
C 0.591 -2.698 0.041
C 0.428 -3.935 0.640
C -0.840 -4.318 1.102
C -1.912 -3.426 0.973
C -1.707 -2.253 0.277
F -2.813 -1.463 0.081
C -0.486 -1.859 -0.276
B -0.356 -0.565 -1.185
C 0.927 -0.454 -2.143
C 2.032 0.365 -1.937
F 2.261 0.852 -0.661
C 3.043 0.561 -2.865
C 3.059 -0.209 -4.021
C 2.053 -1.160 -4.217
C 1.012 -1.245 -3.295
F 0.103 -2.264 -3.498
C -1.649 -0.263 -2.091
C -1.974 1.024 -2.509
F -1.224 2.083 -2.033
C -3.034 1.331 -3.354
C -3.814 0.298 -3.870
C -3.552 -1.009 -3.468
C -2.486 -1.260 -2.618
F -2.323 -2.588 -2.306
H -0.228 0.373 -0.189
H 1.302 -4.560 0.809
H -0.995 -5.271 1.604
H -2.888 -3.614 1.406
H 3.812 1.279 -2.623
H 3.856 -0.082 -4.752
H 2.071 -1.831 -5.069
H -3.247 2.370 -3.559
H -4.634 0.504 -4.553
H -4.171 -1.848 -3.776
C 3.701 0.302 2.053
C 3.381 1.684 2.613
C 4.558 2.211 3.434
O 3.143 2.647 1.565
C 1.896 2.723 1.014
O 1.685 3.526 0.137
C 0.878 1.808 1.591
C -0.217 1.438 0.786
C -1.523 1.135 1.445
C -1.641 0.090 2.372
C -2.873 -0.194 2.972
C -3.961 0.653 2.727
C -3.825 1.736 1.842
C -2.626 1.935 1.149
C 1.003 1.640 3.060
O 0.105 1.519 3.870
O 2.283 1.668 3.543
H 2.876 -0.132 1.469
H 4.576 0.372 1.396
H 3.957 -0.377 2.878
H 4.267 3.171 3.884
H 4.794 1.504 4.235
H 5.436 2.346 2.806
H -0.191 2.017 -0.143
H -0.764 -0.541 2.559
H -2.970 -1.092 3.593
H -4.919 0.460 3.227
H -4.660 2.404 1.642
H -2.498 2.704 0.364
```

Calculated values
- frontier orbital gap (Eh) = 0.2792
- E_HOMO (eV) = -4.8331
- largest force on an atom (eV Å⁻¹) = 2.38
- charge = -1

***

[2]
DFT (ωB97M-V with the def2-TZVPD basis set) results for a molecular structure, C31H22ClN10O5Y at a distorted geometry.

Structure (XYZ):
```
70
Properties=species:S:1:pos:R:3
Y 0.027 0.175 -0.015
O 4.081 -0.017 4.209
C 4.677 0.314 3.089
O 5.804 0.713 3.036
C 3.877 0.168 1.803
C 4.426 0.302 0.519
Cl 6.011 0.728 0.165
N 3.436 0.110 -0.398
N 2.265 -0.083 0.245
C 2.526 -0.062 1.570
C 1.365 -0.212 2.533
O 1.553 -0.386 3.706
O 0.187 -0.105 1.958
C 3.471 0.051 -1.834
C 2.301 0.234 -2.577
C 2.324 0.199 -3.960
C 3.514 -0.025 -4.630
C 4.670 -0.253 -3.903
C 4.650 -0.230 -2.517
H 3.141 -0.270 4.120
H 1.333 0.374 -2.107
H 1.408 0.335 -4.520
H 3.533 -0.051 -5.711
H 5.601 -0.462 -4.411
H 5.551 -0.454 -1.978
C -5.649 1.121 -0.241
N -4.360 0.424 -0.214
C -3.138 0.931 -0.206
N -2.242 -0.064 -0.283
C -3.036 -1.190 -0.331
N -4.306 -0.915 -0.295
C -5.980 1.599 -1.639
C -7.039 1.058 -2.357
C -7.321 1.522 -3.636
C -6.538 2.502 -4.221
C -5.462 3.030 -3.511
C -5.202 2.591 -2.217
C -4.576 4.009 -4.116
N -4.664 4.609 -5.261
N -3.556 5.383 -5.399
C -2.839 5.225 -4.332
O -3.432 4.359 -3.471
C -1.539 5.787 -4.010
C -0.843 6.531 -4.961
C 0.420 7.007 -4.658
C 0.995 6.748 -3.421
C 0.293 6.028 -2.462
C 0.893 5.820 -1.088
N 0.499 4.538 -0.504
C 0.648 3.327 -1.018
N 0.093 2.432 -0.192
C -0.385 3.209 0.846
N -0.154 4.476 0.667
C -0.975 5.551 -2.758
H -5.599 1.961 0.450
H -6.391 0.411 0.112
H -2.908 1.982 -0.143
H -2.664 -2.200 -0.392
H -7.647 0.275 -1.921
H -8.155 1.103 -4.182
H -6.742 2.863 -5.220
H -4.385 3.042 -1.667
H -1.304 6.719 -5.921
H 0.970 7.578 -5.394
H 1.989 7.119 -3.202
H 0.544 6.581 -0.392
H 1.981 5.871 -1.135
H 1.125 3.120 -1.963
H -0.891 2.813 1.713
H -1.548 5.003 -2.019
```

Calculated values
- frontier orbital gap (Eh) = 0.2358
- E_HOMO (eV) = -13.1558
- largest force on an atom (eV Å⁻¹) = 1.51
- charge = +2

***

[3]
DFT (ωB97M-V with the def2-TZVPD basis set) results for a molecular structure, C31H22IrN7O2S.

Structure (XYZ):
```
64
Properties=species:S:1:pos:R:3
Ir 0.162 -0.402 0.222
C 1.112 -4.728 -12.678
O 2.080 -4.110 -11.808
C 1.759 -3.775 -10.585
C 0.478 -3.977 -10.016
C 0.253 -3.587 -8.728
C 1.276 -2.986 -7.953
C 2.558 -2.792 -8.542
C 2.794 -3.175 -9.823
C 1.075 -2.572 -6.620
N 2.026 -1.996 -5.858
C 1.459 -1.755 -4.683
C 0.108 -2.180 -4.675
N -0.104 -2.690 -5.910
C -0.769 -2.057 -3.556
C -2.095 -2.457 -3.513
C -2.825 -2.249 -2.311
C -2.223 -1.677 -1.242
N -0.899 -1.273 -1.247
C -0.171 -1.462 -2.420
C 1.175 -1.027 -2.406
N 1.615 -0.464 -1.242
C 2.879 -0.028 -1.162
C 3.766 -0.124 -2.215
C 3.342 -0.693 -3.412
C 2.041 -1.148 -3.513
H 1.636 -4.897 -13.611
H 0.270 -4.056 -12.839
H 0.783 -5.678 -12.258
H -0.313 -4.433 -10.591
H -0.732 -3.750 -8.310
H 3.335 -2.334 -7.948
H 3.757 -3.039 -10.293
H -0.966 -3.084 -6.248
H -2.575 -2.915 -4.366
H -3.862 -2.541 -2.239
H -2.761 -1.508 -0.322
H 3.175 0.407 -0.219
H 4.774 0.244 -2.093
H 4.010 -0.784 -4.257
O 2.777 1.433 3.035
C 2.036 0.938 2.294
N 1.257 0.428 1.524
S -4.694 -0.440 4.683
C -3.410 -0.424 3.462
C -3.209 0.673 2.623
C -2.206 0.630 1.685
N -1.413 -0.449 1.537
C -1.610 -1.517 2.328
C -2.590 -1.538 3.296
C -4.131 0.956 5.651
C -4.685 2.213 5.471
C -4.203 3.255 6.255
N -3.245 3.104 7.162
C -2.739 1.888 7.338
C -3.147 0.777 6.612
H -3.828 1.555 2.705
H -2.018 1.462 1.020
H -0.950 -2.361 2.174
H -2.713 -2.411 3.920
H -5.481 2.381 4.758
H -4.612 4.253 6.146
H -1.972 1.790 8.098
H -2.717 -0.197 6.801
```

Calculated values
- frontier orbital gap (spin up / spin down) (Eh) = 0.1999 / 0.1865
- E_HOMO (spin up / spin down) (eV) = -11.1067 / -13.4291
- largest force on an atom (eV Å⁻¹) = 0.15
- charge = +2
- <S²> = 6.08
- energy relative to the best compared isomer or geometry (same formula, charge and spin) (eV) = 0.000
- spin multiplicity = 5

***

[4]
DFT (ωB97M-V with the def2-TZVPD basis set) results for a molecular structure, C31H23Br2N4O2RuS3.

Structure (XYZ):
```
66
Properties=species:S:1:pos:R:3
Ru 0.750 -0.083 1.288
S -2.037 3.968 -0.342
C -2.901 2.830 -1.318
C -3.876 3.056 -2.287
C -4.404 1.963 -2.951
C -3.962 0.666 -2.662
C -2.993 0.444 -1.703
C -2.462 1.534 -1.013
N -1.487 1.462 -0.045
C -1.156 2.606 0.409
C -0.159 2.852 1.478
C -0.123 4.155 1.989
C 0.709 4.506 3.030
C 1.521 3.519 3.576
C 1.502 2.235 3.064
C 0.685 1.832 1.991
H -4.211 4.060 -2.516
H -5.163 2.115 -3.710
H -4.382 -0.176 -3.197
H -2.633 -0.554 -1.482
H -0.782 4.908 1.569
H 0.716 5.519 3.415
H 2.181 3.749 4.406
H 2.154 1.509 3.525
S 1.166 -1.105 3.298
C 2.887 -0.894 3.528
C 3.445 -1.398 4.753
N 3.867 -1.822 5.739
C 3.677 -0.320 2.587
S 3.069 0.282 1.091
C 5.097 -0.193 2.810
N 6.231 -0.073 2.969
C 2.587 -2.882 -0.118
C 1.111 -3.109 -0.170
C 0.594 -4.238 -0.851
C -0.746 -4.466 -0.894
C -1.623 -3.582 -0.230
C -3.033 -3.714 -0.191
Br -3.894 -5.157 -1.101
C -3.803 -2.818 0.495
C -3.213 -1.751 1.173
Br -4.327 -0.512 2.073
C -1.829 -1.520 1.186
O -1.286 -0.549 1.779
C -1.031 -2.491 0.441
N 0.310 -2.264 0.437
H 3.101 -3.523 -0.835
H 2.967 -3.092 0.885
H 2.817 -1.838 -0.322
H 1.284 -4.909 -1.348
H -1.148 -5.318 -1.427
H -4.879 -2.924 0.510
C 2.779 0.611 -2.177
C 1.251 0.469 -2.057
C 0.607 1.753 -2.611
C 0.802 -0.714 -2.934
O 0.814 0.271 -0.775
H 3.084 0.779 -3.216
H 3.273 -0.289 -1.808
H 3.120 1.451 -1.568
H 0.971 1.991 -3.617
H 0.840 2.585 -1.943
H -0.478 1.638 -2.652
H 1.048 -0.560 -3.990
H -0.282 -0.844 -2.836
H 1.287 -1.632 -2.594
```

Calculated values
- frontier orbital gap (spin up / spin down) (Eh) = 0.1951 / 0.1963
- E_HOMO (spin up / spin down) (eV) = -1.5162 / -1.5479
- largest force on an atom (eV Å⁻¹) = 0.81
- charge = -2
- <S²> = 0.76
- energy relative to the best compared isomer or geometry (same formula, charge and spin) (eV) = 0.654
- spin multiplicity = 2

***

Calculated total energy values (in eV) by entry order: -57676.934; -71196.542; -60689.081; -217752.103.